(i)
The following is a quantum chemistry calculation of C5H11N3O as an isolated structure, from the OMol25 dataset.

As for the charge: 0. The LUMO energy comes out at 0.431 eV.

CARTESIAN COORDINATES (ANGSTROEM)
C (2.11664, -0.13699, -1.24080)
C (-2.18752, 0.49608, 1.04574)
C (-0.87136, -0.69647, -0.76122)
C (0.43044, 0.57528, 0.75243)
C (-0.98556, 0.06175, 0.28078)
N (-1.26228, -1.53847, -1.67594)
N (0.76544, 0.08739, 2.03642)
O (1.07435, -0.64656, -0.43665)
N (0.67547, 1.84581, 0.53616)
H (-0.96103, -1.40447, -2.63499)
H (-1.46118, -2.49627, -1.41170)
H (1.14962, -0.84741, 1.99364)
H (1.40867, 0.73446, 2.47674)
H (0.29394, 2.14995, -0.35819)
H (1.91061, 0.89483, -1.55159)
H (3.07021, -0.15037, -0.69733)
H (2.23317, -0.77736, -2.12133)
H (-2.16143, 1.58560, 1.12042)
H (-2.11929, 0.09989, 2.06112)
H (-3.11892, 0.16335, 0.58629)



(ii)
The following is a quantum chemistry calculation of a 2-piece molecular cluster, C5H11N3O overall, from the OMol25 dataset.

As for the charge: 0. The LUMO energy comes out at 0.430 eV.

CARTESIAN COORDINATES (ANGSTROEM)
C (-1.32224, 0.06624, -0.20180)
C (0.85993, 1.46531, -0.24826)
C (-2.01039, -1.13449, 0.43428)
C (0.05594, 0.42704, 0.51673)
C (1.10153, -1.55419, -0.04807)
N (2.20130, 1.67210, 0.26404)
O (-1.24196, -0.08141, -1.59805)
N (0.21359, 0.40250, 1.78465)
N (1.66835, -1.70806, -1.06539)
H (-0.48302, -0.60693, -1.86024)
H (-1.93637, 0.96659, -0.04581)
H (-0.36509, -0.27144, 2.27967)
H (1.82930, -1.75207, -2.04659)
H (2.66666, 0.77252, 0.37979)
H (2.12360, 2.06385, 1.20563)
H (0.32190, 2.41466, -0.20701)
H (0.89673, 1.15589, -1.30214)
H (-2.87874, -1.41649, -0.16322)
H (-2.35914, -0.89145, 1.43778)
H (-1.34188, -1.99018, 0.48402)



We find (ii) to be the most stable, with the next structure 109.3 kJ/mol higher.



(i)
The following is a quantum chemistry calculation of a 3-piece molecular cluster, C5H11N3O overall, from the OMol25 dataset.

As for the charge: 0. The LUMO energy (alpha / beta) comes out at 0.499 / 0.703 eV.

CARTESIAN COORDINATES (ANGSTROEM)
C (0.04079, -0.11950, -0.59112)
C (2.92370, 0.30749, 0.20990)
N (1.79138, 0.05169, 1.06742)
C (-2.13990, -0.07844, -1.17165)
C (-0.36721, 0.50363, 0.52152)
N (-2.78568, -1.10063, -0.57179)
C (-0.90643, 1.14889, 1.50856)
O (1.87762, -1.27891, 1.55338)
N (-2.59194, 0.62063, -2.11295)
H (2.18225, -1.84393, 0.82022)
H (-3.72379, -1.34190, -0.87330)
H (-2.42190, -1.49208, 0.27954)
H (-1.98267, 1.36378, -2.44147)
H (0.17489, -1.19576, -0.58965)
H (0.44606, 0.45778, -1.41425)
H (3.86936, 0.25119, 0.77043)
H (3.01158, -0.40068, -0.63821)
H (2.82811, 1.31753, -0.19547)
H (-1.95142, 1.43192, 1.51374)
H (-0.27483, 1.39728, 2.35516)



(ii)
The following is a quantum chemistry calculation of one molecule with the formula C5H11N3O, from the OMol25 dataset.

As for the charge: 0. The LUMO energy comes out at 0.880 eV. As for the SMILES: C[C@H]1C(N)=C(N)[C@@]1(N)O.

CARTESIAN COORDINATES (ANGSTROEM)
C (0.28172, -1.25179, 1.76347)
C (-1.00125, 0.36799, 0.07184)
C (-0.10009, -0.00349, -1.07543)
C (1.06251, 0.02161, -0.35184)
N (-1.35275, 1.76489, 0.16059)
N (-0.39659, -0.24843, -2.36080)
N (2.35430, 0.00183, -0.67052)
C (0.41362, 0.06167, 1.00644)
O (-2.16426, -0.41256, 0.20649)
H (-2.82613, 0.06228, -0.32007)
H (-0.54585, 2.36834, 0.02736)
H (-1.75593, 1.99530, 1.06384)
H (-1.37100, -0.30670, -2.63432)
H (0.17684, -0.91309, -2.87136)
H (3.06645, 0.15930, 0.03299)
H (2.64835, 0.24043, -1.61236)
H (0.77173, 0.85996, 1.67076)
H (-0.33380, -1.12060, 2.65963)
H (-0.18908, -2.02366, 1.14714)
H (1.26119, -1.62328, 2.08614)



(iii)
The following is a quantum chemistry calculation of one molecule with the formula C5H11N3O, from the OMol25 dataset.

As for the charge: 0. The LUMO energy comes out at 0.489 eV. As for the SMILES: C/C=C(/N)[C@@H](N)C(N)=O.

CARTESIAN COORDINATES (ANGSTROEM)
C (-0.49209, 1.09967, 0.07259)
C (1.72142, -0.98886, -0.85935)
C (-0.95703, -0.22555, -0.76894)
C (0.35693, 0.25630, 0.96640)
N (-1.91967, -0.99093, -0.07928)
N (0.21545, 2.02388, -0.77765)
N (0.13193, 0.32047, 2.29704)
C (0.77844, -0.90555, 0.31158)
O (-0.98352, -0.10635, -2.00375)
H (-1.30951, 1.57452, 0.62624)
H (-2.21149, -1.81886, -0.58274)
H (-2.58770, -0.50824, 0.50618)
H (-0.42065, 2.72963, -1.13064)
H (0.55881, 1.53475, -1.60512)
H (0.58673, -0.36406, 2.88415)
H (-0.18623, 1.19907, 2.67929)
H (0.88475, -1.76630, 0.97131)
H (2.76618, -1.02894, -0.54556)
H (1.58254, -0.14696, -1.53104)
H (1.48472, -1.88770, -1.43071)



We find (ii) to be the most stable, with the next structure 85.0 kJ/mol higher.



(i)
The following is a quantum chemistry calculation of a 2-piece molecular cluster, C2H4ClOP overall, from the OMol25 dataset.

As for the charge: 0. The LUMO energy comes out at -1.087 eV. As for the SMILES: O=PCl.C=C.

CARTESIAN COORDINATES (ANGSTROEM)
C (-1.12131, 0.47345, 0.51095)
C (-1.69999, -0.30078, -0.36210)
O (2.58772, -1.44237, 0.27692)
P (2.29297, -0.43983, -0.73021)
Cl (3.44076, 1.29846, -0.25579)
H (-0.84702, 0.28953, 1.52369)
H (-0.83429, 1.53254, 0.35148)
H (-1.71541, -0.16298, -1.41421)
H (-2.10344, -1.24803, 0.09928)



(ii)
The following is a quantum chemistry calculation of one molecule with the formula C2H4ClOP, from the OMol25 dataset.

As for the charge: 0. The LUMO energy comes out at -0.519 eV. As for the SMILES: C/C=P/OCl.

CARTESIAN COORDINATES (ANGSTROEM)
C (0.04627, 0.09828, -0.08776)
C (0.18842, -1.21478, -0.84849)
O (-0.37208, 2.30759, 0.98739)
P (-0.35754, 1.67579, -0.56727)
Cl (-0.21586, 1.51948, 2.50233)
H (0.13468, -0.00349, 0.97953)
H (1.22642, -1.44516, -0.84259)
H (-0.09287, -1.09521, -1.84918)
H (-0.55742, -1.84250, -0.27396)



We find (i) to be the most stable, with the next structure 250.2 kJ/mol higher.



(i)
The following is a quantum chemistry calculation of one molecule with the formula C2H4ClOP, from the OMol25 dataset.

As for the charge: 0. The LUMO energy comes out at 0.398 eV. As for the SMILES: O=CPCCl.

CARTESIAN COORDINATES (ANGSTROEM)
C (-0.46182, -0.81545, -1.55127)
C (0.70991, 0.45866, 1.05938)
O (-1.27772, -1.01124, -2.41009)
P (-0.85220, -0.28872, 0.19185)
Cl (0.18869, 0.72212, 2.70614)
H (0.48121, -1.26454, -1.71261)
H (1.07397, 1.40534, 0.71119)
H (1.62736, -0.19255, 1.10879)
H (-1.48939, 0.98638, -0.10337)



(ii)
The following is a quantum chemistry calculation of a 2-piece molecular cluster, C2H4ClOP overall, from the OMol25 dataset.

As for the charge: 0. The LUMO energy (alpha / beta) comes out at -0.985 / -1.143 eV.

CARTESIAN COORDINATES (ANGSTROEM)
C (0.70205, -0.80730, 0.31043)
C (-1.37799, -0.12570, -0.67625)
O (0.09113, -0.31659, -0.64351)
P (2.01508, 1.67777, 1.39055)
Cl (3.52739, 0.84516, 0.48347)
H (0.20844, -1.08457, 1.30392)
H (-2.06065, -1.11371, -0.60870)
H (-1.63785, 0.31529, -1.65236)
H (-1.46760, 0.60964, 0.09245)



We find (i) to be the most stable, with the next structure 428.8 kJ/mol higher.



(i)
The following is a quantum chemistry calculation of C21H31As2O11S4SbSe2Tc as an isolated structure, from the OMol25 dataset.

As for the charge: +1. The LUMO energy comes out at -4.963 eV.

CARTESIAN COORDINATES (ANGSTROEM)
Tc (0.10493, 0.07163, -0.11424)
O (3.87964, 2.65273, 4.43636)
C (2.54981, 2.41713, 4.87514)
C (1.65967, 2.24137, 3.63457)
C (0.24240, 1.90844, 4.09829)
O (-0.20831, 2.96948, 4.92010)
C (2.22370, 1.06931, 2.80567)
Se (2.08831, 1.35588, 0.85714)
C (1.66885, 3.55396, 2.84783)
Se (0.82853, 3.31698, 1.10283)
H (4.42202, 2.89178, 5.19292)
H (2.16803, 3.25244, 5.46546)
H (2.49254, 1.50826, 5.48536)
H (0.26461, 0.96000, 4.64874)
H (-0.40814, 1.78152, 3.22843)
H (-1.11608, 2.80215, 5.18635)
H (1.71865, 0.13164, 3.03606)
H (3.29205, 0.96345, 2.98166)
H (2.68403, 3.91274, 2.69398)
H (1.08755, 4.31065, 3.37281)
S (-4.49336, -0.71491, 1.71092)
Sb (-2.79664, -1.92382, 0.93203)
S (-0.71686, -0.77836, 1.92323)
S (-1.92472, -0.75169, -1.17481)
S (-2.35080, -4.06607, 0.58648)
C (-1.24196, -1.66072, -6.54374)
O (-0.75149, -0.75004, -5.54194)
C (0.06194, -1.29513, -4.64027)
O (0.38295, -2.45835, -4.62741)
C (0.42533, -0.31122, -3.56647)
C (0.40644, 1.01865, -3.81223)
As (1.92842, 1.45802, -5.04214)
C (2.16556, 0.03500, -6.35716)
C (3.20341, 0.76147, -3.66768)
C (2.97102, 0.13152, -2.51022)
As (1.35532, -0.87395, -1.95464)
C (1.86096, -2.72330, -2.16420)
C (4.00406, -0.04919, -1.44408)
O (3.93671, -0.96677, -0.65534)
O (4.88447, 0.93762, -1.39238)
C (5.90214, 0.80475, -0.38436)
C (4.61925, 1.13526, -4.03019)
O (5.51896, 0.34142, -4.04907)
O (4.71068, 2.41729, -4.38598)
C (6.02907, 2.85776, -4.77274)
C (0.30733, 1.97224, -2.68960)
O (0.11917, 1.64734, -1.50292)
O (0.27128, 3.26700, -2.89879)
C (0.05731, 3.87294, -4.18911)
H (-1.88821, -1.06828, -7.18244)
H (-1.79800, -2.46719, -6.07081)
H (-0.41189, -2.08285, -7.10801)
H (1.41217, 0.14094, -7.13492)
H (2.17741, -0.97186, -5.94945)
H (3.14346, 0.25033, -6.79307)
H (2.34996, -2.84078, -3.12733)
H (0.96140, -3.33628, -2.12292)
H (2.53376, -2.94858, -1.34016)
H (6.54447, 1.67094, -0.50045)
H (6.45981, -0.11642, -0.53937)
H (5.44341, 0.79563, 0.60349)
H (5.90999, 3.88680, -5.09537)
H (6.41100, 2.23682, -5.58012)
H (6.70403, 2.79681, -3.92140)
H (-0.47996, 4.79328, -3.97916)
H (-0.53970, 3.22312, -4.82783)
H (1.01482, 4.09787, -4.65508)
O (1.17848, -2.61434, 0.81401)
C (0.64098, -1.60227, 0.66219)
C (-3.00815, 0.71004, -1.21937)
H (-3.93935, 0.42731, -1.70440)
H (-2.51637, 1.49092, -1.79510)
H (-3.22137, 1.05556, -0.20838)



(ii)
The following is a quantum chemistry calculation of C21H31As2O11S4SbSe2Tc as an isolated structure, from the OMol25 dataset.

As for the charge: +1. The LUMO energy (alpha / beta) comes out at -4.428 / -4.434 eV.

CARTESIAN COORDINATES (ANGSTROEM)
Tc (0.08294, 0.21725, -0.20360)
O (-0.57860, -2.99640, -5.16429)
C (0.75307, -2.69568, -5.53226)
C (1.51988, -2.25192, -4.28042)
C (2.92566, -1.73067, -4.69692)
O (3.01370, -0.32332, -4.84941)
C (1.65040, -3.44120, -3.32330)
Se (2.23019, -2.84523, -1.52154)
C (0.69556, -1.18470, -3.55738)
Se (1.68712, -0.60454, -1.97922)
H (-1.06101, -3.31849, -5.93042)
H (0.78141, -1.88277, -6.27024)
H (1.25001, -3.57185, -5.96408)
H (3.24422, -2.23305, -5.61595)
H (3.64265, -1.98665, -3.91648)
H (2.62787, -0.06054, -5.69168)
H (2.39111, -4.15673, -3.68075)
H (0.69210, -3.93825, -3.19927)
H (-0.24744, -1.60559, -3.22038)
H (0.50512, -0.30644, -4.16973)
S (3.65904, -0.24759, 3.79434)
Sb (2.20818, -1.73900, 5.20750)
S (1.42468, -0.53562, 1.49387)
S (2.41197, 0.83264, 2.59845)
S (0.15213, -1.05420, 4.69053)
C (-5.38302, -0.87581, 2.46620)
O (-4.95316, 0.35119, 1.84696)
C (-3.65162, 0.50880, 1.71183)
O (-2.81680, -0.27149, 2.12715)
C (-3.22142, 1.78073, 1.06674)
C (-4.03575, 2.58382, 0.38382)
As (-3.57748, 4.35294, -0.34443)
C (-4.20322, 4.01091, -2.17578)
C (-1.66370, 4.10769, -0.59483)
C (-0.83181, 3.34805, 0.11487)
As (-1.28653, 1.78900, 1.17323)
C (-0.94822, 2.40825, 2.98293)
C (0.63431, 3.49516, -0.07647)
O (1.23844, 4.52243, -0.02559)
O (1.26341, 2.27871, -0.22803)
C (2.67436, 2.34538, -0.54468)
C (-1.12707, 4.97356, -1.69328)
O (-0.28895, 4.62574, -2.48052)
O (-1.76412, 6.14852, -1.72309)
C (-1.32107, 7.08917, -2.71606)
C (-5.41472, 2.12804, -0.01969)
O (-5.51354, 1.36510, -0.93900)
O (-6.49156, 2.64822, 0.56829)
C (-6.35030, 3.53948, 1.68092)
H (-6.46650, -0.84747, 2.46454)
H (-4.99489, -0.93481, 3.48130)
H (-5.01618, -1.72588, 1.89496)
H (-5.28855, 3.92447, -2.16152)
H (-3.78171, 3.08828, -2.56997)
H (-3.93038, 4.85508, -2.80459)
H (-1.64670, 3.21016, 3.21331)
H (0.07329, 2.77390, 3.06993)
H (-1.08769, 1.57328, 3.66360)
H (3.14194, 1.44620, -0.15710)
H (3.10997, 3.22661, -0.08511)
H (2.79584, 2.40492, -1.62525)
H (-2.08766, 7.85419, -2.77734)
H (-1.18934, 6.59496, -3.67611)
H (-0.37333, 7.52570, -2.40581)
H (-7.31697, 3.55904, 2.17404)
H (-6.09924, 4.54546, 1.34408)
H (-5.59396, 3.18258, 2.38079)
O (-1.47053, -2.39415, -0.25777)
C (-0.90004, -1.41037, -0.23836)
C (-1.17968, 0.96873, -1.83446)
H (-2.14724, 1.33470, -1.47588)
H (-1.42557, 0.24480, -2.61355)
H (-0.68406, 1.81985, -2.31663)



We find (ii) to be the most stable, with the next structure 79.3 kJ/mol higher.